No. 1
DFT (ωB97M-V with the def2-TZVPD basis set) results for a structure of composition C40H32CaClN4O3SSi.

Lowest unoccupied orbital energy (eV): 2.153
E_tot (eV): -103768.676
HOMO (eV): -4.113
Max |F| (Eh/bohr): 0.038
ΔE to the lowest compared entry with this formula, charge and spin (eV): 13.799

ORCA input file:
```
! RIJCOSX wB97M-V def2-TZVPD def2/J DEFGRID3
* xyz -1 1
Ca -1.277 -0.377 -0.038
Cl -0.516 7.003 1.688
C -1.482 5.477 0.914
C -2.396 4.917 1.777
C -2.648 3.556 1.711
C -1.854 2.705 0.909
O -1.890 1.417 1.076
C -0.960 3.322 -0.018
C 0.131 2.528 -0.715
N -0.237 1.278 -1.344
C -0.202 1.184 -2.673
C 0.163 2.170 -3.613
C 0.209 1.908 -4.986
C -0.109 0.689 -5.528
C -0.529 -0.338 -4.651
C -0.920 -1.616 -5.105
C -1.352 -2.568 -4.224
C -1.397 -2.242 -2.861
N -1.024 -1.066 -2.402
C -0.589 -0.106 -3.256
C -0.822 4.707 -0.015
H -2.891 5.530 2.534
H -3.366 3.088 2.374
H 0.620 3.228 -1.407
H 0.405 3.171 -3.285
H 0.508 2.716 -5.646
H -0.067 0.506 -6.594
H -0.878 -1.824 -6.169
H -1.665 -3.549 -4.555
H -1.757 -2.958 -2.130
H -0.103 5.179 -0.675
C -2.671 -8.646 -0.118
C -2.639 -7.185 0.243
C -1.544 -6.395 -0.092
C -1.492 -5.057 0.268
C -2.550 -4.496 0.969
C -3.648 -5.268 1.317
C -3.689 -6.603 0.949
S -2.515 -2.775 1.418
O -3.072 -2.054 0.267
O -3.242 -2.679 2.658
N -1.016 -2.321 1.425
C -0.127 -2.463 2.472
C -0.329 -3.268 3.605
C 0.663 -3.319 4.561
C 1.828 -2.581 4.388
C 1.934 -1.816 3.240
N 0.995 -1.753 2.302
H -2.158 -8.830 -1.062
H -3.695 -9.008 -0.208
H -2.175 -9.245 0.649
H -0.717 -6.833 -0.638
H -0.635 -4.445 0.019
H -4.456 -4.817 1.879
H -4.549 -7.206 1.217
H -1.254 -3.812 3.726
H 0.526 -3.931 5.445
H 2.624 -2.593 5.120
H 2.820 -1.216 3.056
C 5.514 0.898 -1.235
C 5.397 1.057 0.141
C 4.199 1.495 0.685
C 3.098 1.787 -0.124
C 3.235 1.618 -1.503
C 4.432 1.178 -2.055
Si 1.482 2.375 0.630
C 1.647 4.126 1.323
C 2.159 5.034 0.478
C 2.012 6.481 0.277
C 1.095 7.436 0.398
C 0.486 5.296 3.397
C 1.007 4.402 2.621
H 6.447 0.552 -1.663
H 6.238 0.836 0.786
H 4.121 1.613 1.761
H 2.396 1.816 -2.161
H 4.514 1.049 -3.128
H 1.113 1.454 1.734
H 2.769 4.605 -0.321
H 2.859 6.910 -0.273
H -0.079 8.360 2.102
H -1.512 7.007 2.574
H 1.049 3.593 3.385
*
```

No. 2
DFT (ωB97M-V with the def2-TZVPD basis set) results for a structure of composition C40H32HfN4O2S4.

Lowest unoccupied orbital energy (eV): -11.795
E_tot (eV): -96668.265
HOMO (eV): -17.920
Max |F| (Eh/bohr): 0.039
ΔE to the lowest compared entry with this formula, charge and spin (eV): 0.811

ORCA input file:
```
! RIJCOSX wB97M-V def2-TZVPD def2/J DEFGRID3
* xyz 4 1
Hf -1.944 -0.656 -1.411
C 5.918 -2.276 -4.798
C 4.683 -1.783 -4.150
C 4.443 -0.412 -4.001
C 3.343 0.048 -3.311
C 2.453 -0.871 -2.750
C 2.641 -2.241 -2.919
C 3.742 -2.680 -3.626
S 1.225 -0.151 -1.701
O -0.096 -1.079 -1.812
C 1.870 -0.521 -0.072
C 2.909 -1.430 0.162
C 3.443 -1.532 1.416
C 3.014 -0.696 2.465
C 3.626 -0.744 3.733
C 3.233 0.113 4.727
C 2.188 1.028 4.500
C 1.547 1.081 3.292
C 1.953 0.237 2.235
C 1.380 0.290 0.945
C 0.167 1.085 0.629
C 0.182 2.435 0.180
C 1.362 3.199 0.139
C 1.340 4.484 -0.346
C 0.137 5.062 -0.780
C -1.035 4.350 -0.736
C -1.052 3.020 -0.268
C -2.257 2.283 -0.186
C -2.279 0.979 0.291
C -1.024 0.389 0.686
S -0.945 -1.372 1.178
O -2.100 -1.804 0.188
C -1.547 -1.287 2.828
C -0.593 -1.671 3.775
C -0.865 -1.518 5.117
C -2.091 -1.000 5.549
C -2.370 -0.797 6.987
C -3.053 -0.680 4.580
C -2.791 -0.810 3.233
H 6.358 -1.533 -5.456
H 5.755 -3.197 -5.350
H 6.658 -2.501 -4.027
H 5.139 0.295 -4.426
H 3.183 1.107 -3.171
H 1.930 -2.943 -2.507
H 3.893 -3.740 -3.760
H 3.283 -2.042 -0.641
H 4.225 -2.249 1.609
H 4.427 -1.449 3.895
H 3.734 0.097 5.684
H 1.906 1.701 5.295
H 0.748 1.789 3.123
H 2.279 2.773 0.517
H 2.248 5.069 -0.383
H 0.132 6.082 -1.129
H -1.960 4.813 -1.038
H -3.187 2.795 -0.409
H -3.230 0.515 0.591
H 0.351 -2.071 3.441
H -0.123 -1.795 5.848
H -1.453 -0.730 7.566
H -2.941 -1.643 7.378
H -2.976 0.091 7.152
H -4.013 -0.309 4.903
H -3.552 -0.568 2.508
N -4.278 -3.517 -1.386
C -4.667 -2.352 -1.894
N -3.837 -1.311 -2.068
C -4.506 -0.225 -2.667
C -5.831 -0.451 -2.884
S -6.304 -2.029 -2.382
C -3.677 0.889 -3.116
C -4.038 2.014 -3.794
S -2.662 2.865 -4.382
C -1.634 1.656 -3.698
N -2.285 0.717 -3.005
N -0.287 1.637 -3.819
H -3.316 -3.700 -1.125
H -4.941 -4.271 -1.280
H -6.562 0.207 -3.319
H -5.025 2.375 -4.017
H 0.129 2.339 -4.420
H 0.149 0.726 -3.923
*
```

No. 3
DFT (ωB97M-V with the def2-TZVPD basis set) results for a structure of composition C40H32N9O4Sc.

Lowest unoccupied orbital energy (eV): -2.092
E_tot (eV): -84305.884
HOMO (eV): -7.492
Max |F| (Eh/bohr): 0.013
ΔE to the lowest compared entry with this formula, charge and spin (eV): 0.442

ORCA input file:
```
! RIJCOSX wB97M-V def2-TZVPD def2/J DEFGRID3
* xyz 0 1
Sc 0.232 0.640 -0.169
C -4.016 0.096 -2.572
C -3.341 0.633 -1.482
N -2.504 -0.092 -0.753
C -2.358 -1.368 -1.113
C -3.003 -1.886 -2.230
N -3.837 -1.157 -2.961
C -1.497 -2.210 -0.249
C -1.783 -3.560 -0.117
C -1.026 -4.346 0.741
C -0.034 -3.708 1.473
C 0.192 -2.352 1.303
N -0.503 -1.608 0.423
C 1.217 -1.642 2.113
C 1.960 -2.265 3.111
N 2.877 -1.618 3.818
C 3.053 -0.338 3.531
C 2.304 0.308 2.553
N 1.394 -0.346 1.841
C -1.278 -5.798 0.891
C -2.563 -6.319 0.800
C -2.742 -7.686 0.949
N -1.748 -8.540 1.167
C -0.521 -8.037 1.247
C -0.234 -6.685 1.123
H -4.702 0.705 -3.147
H -3.468 1.671 -1.205
H -2.823 -2.901 -2.559
H -2.595 -3.986 -0.686
H 0.543 -4.269 2.190
H 1.817 -3.306 3.361
H 3.807 0.203 4.087
H 2.429 1.363 2.360
H -3.424 -5.683 0.648
H -3.737 -8.112 0.892
H 0.280 -8.747 1.416
H 0.793 -6.352 1.172
C 0.381 6.111 -1.594
C 0.753 4.997 -0.619
C -0.285 4.764 0.454
C -0.410 5.732 1.448
C -1.273 5.573 2.516
C -2.024 4.413 2.618
C -1.933 3.422 1.652
C -2.703 2.141 1.827
C -1.880 1.084 2.558
C -1.082 3.615 0.554
N -0.983 2.565 -0.412
C -1.118 2.859 -1.665
C -0.808 1.905 -2.670
C -1.044 1.918 -4.041
C -0.575 0.693 -4.528
C -0.064 0.004 -3.431
N -0.206 0.718 -2.297
H 1.196 6.294 -2.294
H 0.174 7.045 -1.069
H -0.511 5.865 -2.173
H 1.693 5.244 -0.119
H 0.963 4.078 -1.165
H 0.210 6.618 1.387
H -1.346 6.339 3.275
H -2.695 4.270 3.456
H -3.002 1.745 0.860
H -3.618 2.341 2.387
H -0.883 0.970 2.114
H -2.371 0.109 2.553
H -1.691 1.374 3.592
H -1.480 3.843 -1.963
H -1.488 2.724 -4.604
H -0.576 0.350 -5.549
H 0.416 -0.963 -3.424
O 7.195 -0.419 -0.518
C 6.460 -1.084 -1.263
O 6.690 -2.035 -2.025
C 4.975 -0.672 -1.194
C 3.979 -1.565 -1.571
C 2.653 -1.220 -1.396
N 2.280 -0.044 -0.888
C 3.239 0.850 -0.576
C 4.581 0.575 -0.711
C 2.727 2.132 0.024
O 3.400 3.122 0.153
O 1.466 2.028 0.418
H 4.273 -2.517 -1.991
H 1.853 -1.908 -1.654
H 5.329 1.297 -0.411
*
```